Record 1
{"formula": "C16H19N3O", "method": "ωB97M-V/def2-TZVPD", "symbols": ["N", "C", "N", "O", "C", "C", "C", "C", "C", "C", "C", "N", "C", "C", "C", "C", "C", "C", "C", "C", "H", "H", "H", "H", "H", "H", "H", "H", "H", "H", "H", "H", "H", "H", "H", "H", "H", "H", "H"], "positions_angstrom": [[1.7585, 2.7872, 0.8060], [0.9362, 1.9676, 0.6301], [-1.9399, 0.4704, -1.1638], [-1.0500, 3.8390, -5.8458], [-0.8520, 1.1271, -0.9249], [-0.0165, 3.9157, -3.6575], [0.1965, 3.2383, -2.4103], [-1.8704, 2.3423, -4.1942], [-0.9992, 3.3942, -4.5652], [-0.7379, 2.2193, -1.9878], [-1.7223, 1.8489, -2.8369], [-2.4800, 0.9063, -2.2560], [0.1744, 0.8083, 0.0895], [0.9947, -3.9230, 2.9557], [1.7445, -3.3821, 1.7295], [0.7044, -2.7693, 4.0217], [-0.3420, -0.0624, 1.3546], [0.8318, -2.2864, 1.0556], [0.0883, -1.5049, 3.3200], [0.5779, -1.1011, 1.8734], [-0.5722, 4.7039, -5.9184], [0.7728, 4.6603, -4.0273], [1.0207, 3.6291, -1.7645], [-2.6448, 1.9620, -4.8477], [-3.4604, 0.5812, -2.6533], [0.8734, 0.1431, -0.3699], [0.0330, -4.4033, 2.6791], [1.4379, -4.8498, 3.4545], [2.7870, -3.0311, 1.9903], [1.8617, -4.0712, 0.8533], [-0.0541, -3.0829, 4.7422], [1.5964, -2.4848, 4.6135], [-1.2022, -0.7033, 0.9498], [-0.7297, 0.6630, 2.0685], [1.5085, -1.8970, 0.1911], [-0.0855, -2.6375, 0.6931], [0.2920, -0.6825, 4.0832], [-0.9496, -1.7040, 3.2249], [1.5182, -0.6308, 2.0439]], "forces_ev_per_a": [[-2.303, -1.831, 0.058], [2.267, 1.383, -1.032], [0.338, -1.889, 2.762], [0.328, 1.313, -0.277], [0.085, 3.134, -1.672], [1.123, -1.415, 1.098], [-0.530, 1.294, -0.759], [1.129, 1.328, 1.508], [-0.394, -1.134, 0.949], [2.731, -0.667, 1.361], [-1.586, 1.571, -3.917], [-3.736, -0.705, -3.017], [-0.565, -1.051, 2.851], [-0.166, -1.105, 1.506], [-0.742, 0.154, -0.835], [0.246, -0.211, -1.592], [-2.367, -0.167, -2.871], [3.967, 0.748, -1.429], [1.593, 0.335, 0.846], [0.862, 0.782, 3.827], [-0.551, -1.202, 0.122], [-1.447, -1.049, 0.644], [-0.838, -0.717, -0.536], [0.150, 0.093, -0.096], [3.160, 0.634, 1.547], [0.907, -0.130, -0.529], [0.142, 0.796, -0.328], [0.236, 1.449, -0.486], [-1.238, 0.013, -0.234], [0.063, -0.164, 1.248], [0.186, -0.261, -0.008], [-0.206, -0.284, -0.554], [0.555, 1.360, 0.483], [0.050, -0.370, 0.318], [-1.478, -0.829, 0.750], [-1.218, -1.184, -0.761], [-0.714, -0.578, -1.291], [-1.259, 0.081, 0.153], [1.223, 0.473, 0.193]], "e_above_lowest_ev": 3.634, "spin_multiplicity": 1, "e_homo_ha": -0.307, "smiles": "N#C[C@@H](CC1CCCCC1)c1n[nH]c2cc(O)ccc12"}

***

Record 2
{"formula": "HN4O5", "method": "ωB97M-V/def2-TZVPD", "symbols": ["N", "N", "N", "N", "O", "O", "O", "O", "O", "H"], "positions_angstrom": [[-0.7968, 1.5271, 0.4877], [1.8550, 1.4438, -0.3152], [-1.7620, 0.8093, 0.2641], [2.3501, 0.3607, 0.3768], [-1.6891, -0.1394, -0.6803], [3.5685, 0.4608, 0.6180], [-2.7902, 0.8469, 0.9275], [1.6229, -0.5389, 0.7736], [0.6385, 1.3356, -0.7158], [-0.7619, 0.0098, -0.9579]], "forces_ev_per_a": [[0.576, 1.444, 1.060], [-0.854, 1.585, -0.195], [0.650, 0.900, 1.522], [0.583, -0.209, 0.372], [0.295, -0.820, -1.274], [-0.899, -0.406, -0.144], [-1.435, -0.348, 0.071], [-0.024, -0.142, -0.136], [0.755, -1.557, -0.871], [0.352, -0.448, -0.406]], "e_above_lowest_ev": 0.566, "spin_multiplicity": 1, "e_homo_ha": [-0.166, -0.184], "charge": -1}

***

Record 3
{"formula": "C16H39F3N3O5Sr", "method": "ωB97M-V/def2-TZVPD", "symbols": ["Sr", "C", "O", "O", "C", "F", "F", "F", "C", "C", "H", "H", "H", "H", "H", "H", "C", "C", "C", "O", "C", "N", "H", "H", "H", "H", "H", "H", "H", "H", "H", "H", "H", "C", "C", "C", "O", "C", "N", "H", "H", "H", "H", "H", "H", "H", "H", "H", "H", "H", "C", "C", "C", "O", "C", "N", "H", "H", "H", "H", "H", "H", "H", "H", "H", "H", "H"], "positions_angstrom": [[-0.1532, 1.3627, -0.0193], [1.0593, -1.7142, 1.8895], [0.2568, -2.1270, 2.9596], [0.5206, -0.6646, 1.2947], [2.4456, -1.3770, 2.4061], [3.1014, -2.4763, 2.8202], [3.2132, -0.8053, 1.4372], [2.4105, -0.5168, 3.4406], [0.5096, -3.4316, 3.4988], [-0.8292, -4.0465, 3.9175], [-1.5336, -3.9081, 3.0925], [-0.7306, -5.1299, 4.0088], [-1.1816, -3.6080, 4.8424], [1.1382, -3.3090, 4.3903], [1.0467, -4.0880, 2.8097], [1.1844, -2.5583, 1.1745], [0.2734, 2.6714, -3.9225], [-0.5720, 1.4979, -3.4485], [0.3110, 0.2642, -3.2238], [0.9043, 0.2417, -1.9300], [1.7386, -0.9037, -1.7713], [-1.3151, 1.8882, -2.2007], [1.1504, 2.7663, -3.2703], [-0.2383, 3.6363, -3.9013], [0.6133, 2.5381, -4.9490], [-1.3044, 1.2116, -4.2095], [1.0963, 0.3332, -3.9831], [-0.2871, -0.6372, -3.3805], [2.2214, -1.1556, -2.7172], [1.1484, -1.7360, -1.3880], [2.5213, -0.6722, -1.0541], [-1.6854, 2.8256, -2.3815], [-2.1975, 1.3504, -2.1755], [2.1690, 3.1879, 3.8518], [1.6419, 2.9969, 2.4496], [2.7624, 2.5170, 1.5396], [2.3415, 2.0573, 0.2554], [3.4756, 1.8652, -0.5658], [0.4731, 2.0940, 2.3648], [2.8945, 4.0010, 3.9110], [2.6830, 2.2796, 4.1832], [1.3615, 3.4079, 4.5468], [1.3180, 3.9714, 2.0565], [3.3709, 1.7410, 2.0202], [3.4538, 3.3623, 1.4030], [3.1121, 1.6221, -1.5587], [4.0841, 1.0537, -0.1651], [4.0610, 2.7861, -0.6087], [-0.2172, 2.3008, 3.0810], [0.7814, 1.1241, 2.5406], [-2.5736, -3.0130, -0.7026], [-2.4745, -1.5704, -1.1541], [-3.7577, -1.1413, -1.8197], [-3.6309, 0.1580, -2.3364], [-4.7738, 0.5828, -3.0900], [-2.0596, -0.6754, -0.0558], [-1.7557, -3.2741, -0.0315], [-2.6563, -3.7164, -1.5286], [-3.4832, -3.1362, -0.0953], [-1.6748, -1.4926, -1.8993], [-4.6102, -1.2222, -1.1335], [-3.9158, -1.8521, -2.6449], [-4.4435, 1.2070, -3.9214], [-5.4591, 1.1509, -2.4570], [-5.3056, -0.2628, -3.5348], [-1.2501, -1.1464, 0.3759], [-2.7788, -0.6864, 0.6677]], "forces_ev_per_a": [[0.376, -1.207, 1.055], [-0.287, -0.245, -0.785], [-0.206, -0.617, 0.289], [-0.562, 1.416, -0.798], [0.661, -0.149, 0.145], [0.142, 0.173, 0.006], [-0.091, -0.099, 0.225], [0.060, 0.129, -0.125], [-0.361, 0.104, 0.832], [0.539, -0.190, -0.895], [-0.154, 0.222, 0.253], [0.101, 0.062, 0.363], [-0.267, 0.022, 0.027], [0.066, -0.142, -0.190], [-0.091, 0.210, -0.251], [0.211, -0.229, 0.239], [0.260, 0.212, 0.178], [-0.267, 0.317, 0.514], [-0.447, 0.342, -0.311], [0.012, 0.191, -0.611], [0.358, -0.205, 0.194], [-0.765, 0.405, -1.129], [-0.017, 0.034, -0.145], [-0.218, -0.153, 0.062], [0.087, -0.168, 0.056], [0.121, 0.089, -0.100], [0.035, -0.391, 0.023], [0.168, -0.141, 0.063], [-0.123, -0.063, -0.024], [0.030, -0.108, -0.113], [-0.137, 0.039, 0.161], [0.340, -0.053, 0.071], [0.476, -0.301, 0.193], [0.450, -0.201, 0.274], [-0.582, 0.298, -0.600], [0.714, 0.149, 0.334], [-0.549, 0.514, 0.478], [0.044, -0.019, -0.218], [0.428, -0.334, 0.249], [-0.051, 0.039, -0.075], [-0.171, 0.033, 0.084], [-0.041, 0.032, 0.019], [-0.072, -0.102, 0.099], [-0.300, -0.214, 0.000], [-0.157, -0.035, -0.051], [0.071, -0.089, -0.102], [0.114, -0.028, -0.072], [0.076, -0.033, -0.048], [0.202, 0.154, 0.062], [-0.237, 0.207, -0.033], [-0.750, -0.150, 0.577], [0.512, 0.282, -0.003], [0.108, -0.519, -0.168], [-0.352, 0.389, -0.515], [0.073, -0.040, -0.017], [0.058, -0.268, 0.073], [0.206, -0.097, -0.267], [0.201, -0.028, -0.052], [0.105, -0.005, -0.101], [-0.067, -0.013, -0.088], [0.021, 0.082, 0.067], [-0.231, 0.101, 0.075], [0.127, 0.093, 0.168], [-0.010, -0.070, -0.012], [0.071, -0.055, 0.164], [-0.104, 0.407, 0.277], [0.048, 0.013, -0.047]], "e_above_lowest_ev": 0.000, "spin_multiplicity": 1, "e_homo_ha": -0.410, "charge": 1}

***

Record 4
{"formula": "C3H12NO2", "method": "ωB97M-V/def2-TZVPD", "symbols": ["O", "C", "C", "N", "C", "H", "H", "H", "H", "H", "H", "H", "H", "H", "H", "H", "H", "O"], "positions_angstrom": [[0.4347, -0.7536, -2.2893], [-0.7803, -0.6040, -1.4731], [-0.6671, 0.5767, -0.5267], [0.6180, 0.3899, 0.2382], [1.2340, 1.8085, 0.6663], [0.0992, -1.3596, -3.0333], [-1.6066, -0.4513, -2.1391], [-0.7588, -1.5479, -0.8263], [-1.5482, 0.5267, 0.1150], [-0.5767, 1.6010, -0.9634], [1.2082, -0.2409, -0.5273], [0.4553, -0.2806, 1.0308], [1.7565, 2.2030, -0.1360], [1.7979, 1.4737, 1.6476], [0.4578, 2.5073, 0.9158], [-1.3884, -0.6912, 3.2733], [-0.2012, -1.5393, 3.4494], [-0.7773, -1.1985, 2.7303]], "forces_ev_per_a": [[-1.875, -0.685, -0.902], [1.791, -0.929, 0.404], [0.303, 0.316, -0.372], [0.893, -0.828, -1.703], [-0.167, -4.117, 3.423], [1.331, 1.273, 1.470], [-0.754, -0.368, 0.035], [-1.000, 1.127, -0.857], [0.281, 0.251, 0.291], [-0.338, -1.067, -0.158], [-0.941, 2.333, 2.256], [0.089, 1.013, -0.296], [1.519, 0.336, -1.332], [-0.585, 1.404, -2.275], [-0.719, -0.184, 0.228], [-0.463, 0.224, -0.262], [-0.203, -0.079, -0.852], [0.839, -0.020, 0.900]], "e_above_lowest_ev": 1.745, "spin_multiplicity": 1, "e_homo_ha": -0.548, "charge": 1}

***

> Number 1 is which compound?

C16H19N3O